Entry 1:
C31H48O24 | ωB97M-V/def2-TZVPD

Element x y z (Å)
C  -2.2815  -0.3572  0.8752
C  -3.0249  -1.5005  1.5403
C  -4.3607  -1.0681  2.0826
O  -5.1397  -1.5575  1.0258
C  -4.5015  -2.4642  0.1583
O  -5.0451  -3.1483  -0.6937
O  -3.2023  -2.4846  0.5361
H  -1.3589  -0.6642  0.3462
H  -1.9768  0.4563  1.5414
H  -2.8411  0.0443  -0.0105
H  -2.3578  -2.1602  2.1017
H  -4.5428  -0.0169  2.3220
H  -4.5303  -1.7427  2.9537
C  3.4866  2.5840  0.7916
C  4.9688  3.0613  0.8813
C  5.6850  3.2049  -0.4503
O  6.0913  4.6051  -0.5418
C  5.7180  5.2028  0.5231
O  6.0392  6.3593  0.7810
O  5.0928  4.3429  1.4131
H  2.9584  2.5451  1.7674
H  3.3562  1.5540  0.4026
H  2.7654  3.2375  0.2489
H  5.6093  2.3125  1.4105
H  4.9076  2.9726  -1.1938
H  6.4861  2.4326  -0.4154
C  5.6986  -2.5423  1.3832
C  4.7276  -1.5226  0.8538
C  3.2511  -1.7088  1.2738
O  3.2768  -1.1416  2.5374
C  4.1824  -0.2178  2.5847
O  4.1434  0.6464  3.4703
O  5.0052  -0.3558  1.5270
H  6.6680  -2.1323  1.2298
H  5.4506  -3.3997  0.8358
H  5.4157  -2.6675  2.3413
H  4.8827  -1.2959  -0.1626
H  2.8428  -2.7653  1.5709
H  2.5343  -1.1021  0.5702
C  -0.5575  -0.0549  -2.7739
C  0.6715  -0.3558  -1.9623
C  1.4854  -1.4841  -2.5360
O  2.7513  -0.9079  -2.5475
C  2.7722  0.3284  -2.1839
O  3.7780  1.0295  -2.2274
O  1.5702  0.7284  -1.9498
H  -0.3800  0.5290  -3.6753
H  -1.2375  0.5844  -2.2950
H  -1.0515  -0.9598  -3.0308
H  0.3201  -0.4676  -0.9502
H  1.1637  -1.5257  -3.5780
H  1.2321  -2.4209  -2.0064
C  -0.0491  3.3806  -1.9269
C  -1.1792  2.9901  -0.9390
C  -1.5392  4.2673  -0.2448
O  -2.9291  4.3497  -0.5301
C  -3.3620  3.4182  -1.2667
O  -4.5086  3.3913  -1.5177
O  -2.3959  2.6660  -1.6085
H  -0.1535  4.1780  -2.7113
H  0.2174  2.5762  -2.6349
H  0.9340  3.6445  -1.5271
H  -0.8402  2.2254  -0.2213
H  -1.0361  5.2083  -0.6263
H  -1.2131  4.2063  0.8461
C  -2.2112  2.4370  4.1074
C  -0.6885  2.5546  4.0055
C  0.2431  1.4985  4.6974
O  1.1284  1.1805  3.5966
C  0.5367  1.4808  2.3881
O  1.0073  1.0487  1.3117
O  -0.3559  2.3597  2.5514
H  -2.4724  2.6156  5.2053
H  -2.6361  1.5561  3.6234
H  -2.5658  3.2848  3.3553
H  -0.4389  3.6063  4.2164
H  -0.2132  0.6548  5.1356
H  0.6776  2.0696  5.5048
C  -4.1536  -0.1870  -2.8009
C  -4.5557  -1.5468  -3.3809
C  -4.9274  -1.4320  -4.8813
O  -3.7521  -1.9481  -5.5335
C  -3.0551  -2.5810  -4.6175
O  -2.1657  -3.2980  -4.9878
O  -3.3841  -2.2849  -3.3934
H  -3.6719  -0.1671  -1.8629
H  -5.0456  0.4431  -2.8403
H  -3.4802  0.2363  -3.5392
H  -5.4418  -1.9937  -2.8117
H  -5.2444  -0.4483  -5.2503
H  -5.6198  -2.2525  -5.0931
C  -0.9459  -4.3479  -1.7428
O  -1.1552  -5.2502  -0.6685
C  -0.5701  -4.9053  0.5694
O  -0.0091  -3.6623  0.8494
O  -0.8401  -5.8000  1.5574
C  -0.5449  -5.4906  2.8699
H  0.1587  -4.3931  -1.7404
H  -1.2639  -3.3377  -1.4136
H  -1.5480  -4.5805  -2.6090
H  -1.0739  -4.6170  3.2769
H  0.4707  -5.2159  3.0838
H  -0.7362  -6.3568  3.4736

Computed properties:
**Calculated total energy**: -3015.664271 Ha
**SMILES**: C[C@H]1COC(=O)O1.C[C@H]1COC(=O)O1.C[C@H]1COC(=O)O1.C[C@H]1COC(=O)O1.C[C@H]1COC(=O)O1.C[C@H]1COC(=O)O1.C[C@H]1COC(=O)O1.COC(=O)OC


Entry 2:
C18H48ClN6O12P2 | ωB97M-V/def2-TZVPD

Element x y z (Å)
Cl  -0.1636  -1.2562  1.2719
O  -0.0951  -2.3871  0.3999
O  0.9356  -0.3312  0.9442
O  -1.3947  -0.4999  1.0247
O  -0.2603  -1.4654  2.6862
O  -4.0024  -0.8252  -1.0222
P  -4.2182  -2.3260  -1.0754
N  -4.3801  -3.0680  0.4298
C  -3.9071  -2.3950  1.5945
C  -4.8108  -4.3927  0.7123
N  -2.8627  -3.1433  -1.7658
C  -2.6583  -4.5225  -1.7371
C  -1.7858  -2.3408  -2.4755
N  -5.4985  -2.8874  -2.0242
C  -6.8987  -3.0181  -1.6059
C  -5.5002  -2.7258  -3.4524
H  -2.9309  -2.8147  1.8372
H  -4.6075  -2.6868  2.3770
H  -3.7702  -1.3174  1.5044
H  -5.0563  -4.9311  -0.2031
H  -5.7612  -4.3767  1.2459
H  -4.1227  -5.0726  1.2147
H  -2.8482  -4.9013  -0.7329
H  -3.3040  -5.0796  -2.4159
H  -1.7355  -4.8457  -2.2188
H  -1.0393  -3.0373  -2.8574
H  -2.2363  -1.8041  -3.3105
H  -1.5597  -1.5871  -1.7213
H  -7.3416  -3.7567  -2.2740
H  -6.8490  -3.3294  -0.5625
H  -7.3565  -2.0337  -1.7038
H  -6.2302  -1.9416  -3.6530
H  -5.6974  -3.6644  -3.9702
H  -4.5695  -2.3489  -3.8764
O  4.7994  4.2482  -0.4327
P  5.5516  2.9878  -0.3270
N  6.9880  3.0913  0.6428
C  6.8205  2.8049  2.0751
C  7.8446  4.2731  0.4837
N  5.9907  2.4477  -1.8498
C  5.0061  2.4615  -2.9511
C  7.1522  1.6777  -2.2248
N  4.7131  1.5904  0.3227
C  3.5855  1.8983  1.2201
C  4.8492  0.1063  -0.0737
H  6.0518  3.4751  2.4598
H  7.7666  2.9929  2.5826
H  6.5287  1.7584  1.9873
H  7.2962  5.0901  0.9527
H  8.0907  4.4314  -0.5663
H  8.7770  4.2373  1.0471
H  4.5492  1.4982  -3.1780
H  4.1351  3.0259  -2.6182
H  5.3601  2.8662  -3.8992
H  6.9164  0.7887  -2.8098
H  7.9131  2.2577  -2.7469
H  7.7658  1.4385  -1.3563
H  3.7094  1.4139  2.1887
H  3.3243  2.9566  1.2239
H  2.7246  1.5235  0.6666
H  4.1366  -0.5406  0.4382
H  5.8632  -0.2271  0.1469
H  4.8103  0.0520  -1.1616
C  -2.9230  2.6701  6.8086
O  -2.6949  2.4532  5.3634
C  -2.8114  1.4153  4.6760
O  -2.9912  1.3866  3.4887
O  -2.8663  0.3659  5.4127
C  -2.9283  -0.9952  4.9411
H  -2.1830  2.1683  7.4320
H  -3.9305  2.3592  7.0852
H  -2.9292  3.7390  7.0222
H  -2.5927  -1.2755  3.9427
H  -3.9768  -1.2549  4.7951
H  -2.4324  -1.6792  5.6299
C  -2.2633  0.8315  -4.4117
O  -0.9732  1.2528  -3.7698
C  -0.8180  1.5192  -2.4279
O  -1.5599  1.2838  -1.4817
O  0.4579  2.0590  -2.3346
C  0.8965  2.4965  -1.0884
H  -3.0822  0.7757  -3.6946
H  -2.1452  -0.1824  -4.7940
H  -2.6174  1.4660  -5.2242
H  1.9842  2.4351  -1.0545
H  0.5348  1.8027  -0.3295
H  0.3427  3.3945  -0.8142

Computed properties:
**Calculated total energy**: -3088.722382 Ha
**Charge**: -1


Entry 3:
C7H8BrFN2O3 | ωB97M-V/def2-TZVPD

Element x y z (Å)
O  -0.6234  3.1019  2.4537
C  -0.6023  2.1649  1.6510
N  -1.3051  2.1226  0.4949
C  -1.0806  1.3000  -0.6550
O  -1.4011  1.7925  -1.7075
N  -0.3753  0.1826  -0.4467
C  -0.1716  -0.5458  -1.6950
C  0.9563  -1.6441  -1.5699
C  1.0161  -2.1610  -0.1321
O  0.9484  -1.2327  0.9062
C  -0.1381  -0.3027  0.8829
F  -1.2304  -0.8999  1.4087
C  0.4151  1.0004  1.7610
Br  0.5850  0.5989  3.6518
H  -1.8754  2.9954  0.2939
H  0.0874  0.0677  -2.6051
H  -1.0860  -0.9627  -2.0587
H  0.6758  -2.4204  -2.2188
H  1.8847  -1.1609  -1.7899
H  0.1598  -2.7420  -0.0261
H  1.8637  -2.8023  -0.0029
H  1.2970  1.5479  1.4035

Computed properties:
**Calculated total energy**: -3280.662509 Ha
**SMILES**: O=C1NC(=O)N2CCCO[C@@]2(F)[C@@H]1Br


Relative energy (zero: lowest compared OMol25 entry of this formula, charge and spin)
In order: 161.5 299.1 0.0
Unit: kJ/mol
LUMO energy
In order: -0.125 2.575 0.527
Unit: eV